{
  "formula": "C6H12OsS3Se",
  "method": "wB97M-V/def2-TZVPD",
  "spin_multiplicity": 5,
  "s_squared": 6.0303,
  "total_charge": 2,
  "e_homo_ev": [-16.168, -17.426],
  "orbital_gap_ha": [0.248, 0.262],
  "symbols": ["Os", "C", "C", "S", "C", "C", "S", "C", "C", "S", "H", "H", "H", "H", "H", "H", "H", "H", "H", "H", "H", "H", "Se"],
  "xyz": [[-1.501546, -1.689186, 0.525435], [-1.935800, 1.501439, -0.079024], [-1.026641, 1.373075, -1.294133], [-0.629093, -0.342357, -1.805654], [1.181459, -0.425486, -1.492495], [1.626595, -1.642424, -0.701838], [0.814030, -1.941646, 0.907620], [1.103475, -0.451915, 1.945828], [0.295009, 0.795004, 1.616516], [-1.510680, 0.487130, 1.386076], [-1.960675, 2.537729, 0.262403], [-2.955679, 1.194244, -0.311226], [-1.546133, 1.825051, -2.139782], [-0.092932, 1.917847, -1.174147], [1.652346, -0.478214, -2.474884], [1.502005, 0.502808, -1.026777], [1.437282, -2.566997, -1.250377], [2.698318, -1.587091, -0.503764], [0.888885, -0.809502, 2.953891], [2.170076, -0.227436, 1.899644], [0.362015, 1.492870, 2.451968], [0.657737, 1.294118, 0.723720], [-3.230054, -2.759060, -0.419000]],
  "atomic_forces_ev_per_a": [[-0.6, -0.3, -1.0], [0.0, 0.0, 0.0], [0.0, -0.2, -0.1], [0.0, -0.1, 0.5], [-0.1, 0.0, -0.1], [-0.2, 0.0, 0.0], [0.7, 0.1, 0.2], [-0.1, -0.1, 0.0], [-0.1, 0.0, 0.1], [0.2, 0.4, 0.1], [-0.1, 0.0, 0.0], [0.0, 0.0, 0.1], [0.0, 0.0, 0.0], [0.0, 0.0, 0.0], [0.0, 0.0, 0.0], [0.0, 0.0, 0.0], [0.0, 0.0, 0.0], [0.0, -0.1, 0.0], [0.0, 0.0, 0.0], [0.0, 0.0, 0.0], [0.0, 0.0, 0.0], [0.0, 0.0, 0.0], [0.2, 0.2, 0.2]]
}

{
  "formula": "C6H12P2",
  "method": "wB97M-V/def2-TZVPD",
  "e_homo_ev": -8.536,
  "orbital_gap_ha": 0.287,
  "symbols": ["C", "C", "C", "C", "C", "C", "P", "P", "H", "H", "H", "H", "H", "H", "H", "H", "H", "H", "H", "H"],
  "xyz": [[1.555983, 0.202734, -0.126627], [1.564467, -2.526683, 0.091828], [-1.860772, 1.947184, 0.147617], [1.297614, -1.429873, -0.899121], [0.268778, 0.640643, 0.546410], [-0.355293, 1.891487, -0.081941], [2.671132, 1.363498, -1.010987], [3.192722, 0.411039, 0.701189], [0.860356, -2.490396, 0.920677], [2.579039, -2.447476, 0.488836], [1.471499, -3.495067, -0.402769], [-2.351176, 1.139660, -0.393447], [-2.268382, 2.891626, -0.206306], [-2.097201, 1.843947, 1.204238], [0.278452, -1.410411, -1.267901], [2.001707, -1.453410, -1.729593], [-0.451423, -0.177260, 0.479056], [0.440121, 0.822229, 1.614093], [0.117535, 2.783865, 0.337390], [-0.160906, 1.888061, -1.158152]],
  "atomic_forces_ev_per_a": [[-0.5, -3.5, -1.3], [0.0, 0.0, -0.1], [0.2, 0.1, -0.1], [0.9, 3.4, 1.2], [0.0, 0.4, 0.0], [-0.2, -0.1, 0.1], [0.3, -0.4, 0.8], [-0.2, 0.4, -0.8], [0.0, 0.0, 0.1], [0.0, -0.1, 0.0], [0.0, -0.1, 0.1], [-0.1, -0.1, 0.0], [-0.1, 0.1, 0.0], [-0.1, 0.0, 0.1], [-0.1, 0.0, -0.1], [0.0, 0.0, -0.1], [0.0, 0.0, 0.1], [-0.1, 0.0, 0.0], [0.0, 0.0, -0.1], [0.0, 0.1, 0.0]]
}

{
  "formula": "C6H12P2",
  "method": "wB97M-V/def2-TZVPD",
  "e_homo_ev": -9.522,
  "orbital_gap_ha": 0.325,
  "symbols": ["C", "C", "C", "C", "C", "C", "P", "P", "H", "H", "H", "H", "H", "H", "H", "H", "H", "H", "H", "H"],
  "xyz": [[0.255263, 0.414957, -0.256805], [0.441549, -2.169493, -0.243332], [-1.121280, 0.866716, 1.938391], [0.628153, -0.851295, 0.435172], [-1.140289, 0.367117, -0.717773], [-0.832394, 1.252470, 0.489423], [3.458388, 1.048227, -3.897046], [2.229600, 2.294687, -3.103926], [-0.651307, -2.181539, -0.464330], [0.433576, -3.153732, 0.373944], [1.030105, -2.224917, -1.173210], [-1.553469, -0.112992, 2.024849], [-1.749264, 1.610176, 2.434255], [-0.305278, 0.933174, 2.658184], [1.609095, -0.641409, 0.696653], [0.159950, -0.951927, 1.344574], [-1.535972, 0.965666, -1.600269], [-1.584094, -0.594127, -0.535372], [1.026617, 0.835237, -0.813822], [-0.798951, 2.293004, 0.410440]],
  "atomic_forces_ev_per_a": [[-2.2, -0.4, 0.8], [-1.6, -1.6, -0.5], [-0.3, 0.8, 0.3], [1.1, -0.2, -0.3], [-1.5, 2.3, -0.9], [1.4, -2.5, 0.7], [-1.3, 1.3, 0.8], [1.3, -1.3, -0.8], [0.7, -0.1, -0.7], [1.0, 1.9, -0.7], [-0.3, -0.5, 0.3], [-0.4, -0.3, 0.2], [-0.8, -0.1, -0.5], [0.8, -0.4, -0.5], [2.4, -0.3, 0.7], [-1.2, 0.1, 2.1], [0.7, -1.2, 1.0], [-0.7, 0.1, -0.1], [1.0, 1.0, -0.9], [0.0, 1.4, -0.9]]
}

{
  "formula": "C6H12S2",
  "method": "wB97M-V/def2-TZVPD",
  "e_homo_ev": -8.640,
  "orbital_gap_ha": 0.298,
  "smiles": "CC(C)(C)[C@H](S)C=S",
  "symbols": ["C", "C", "C", "C", "C", "S", "C", "S", "H", "H", "H", "H", "H", "H", "H", "H", "H", "H", "H", "H"],
  "xyz": [[-1.011435, 0.611813, 1.114197], [0.045245, -0.014057, 0.129844], [-0.414460, 0.039959, -1.278858], [0.204365, -1.504994, 0.548396], [1.350669, 0.667432, 0.423529], [1.178624, 2.484349, 0.282701], [2.649575, -0.010472, -0.659406], [3.737078, -0.948049, 0.094770], [-1.687271, 1.185300, 0.500431], [-0.491171, 1.205761, 1.916686], [-1.637388, -0.048525, 1.664817], [0.209851, -0.449858, -1.933936], [-0.192027, 1.130817, -1.529724], [-1.532101, -0.077350, -1.471707], [-0.010646, -1.592096, 1.647510], [-0.457541, -2.069789, -0.028360], [1.226256, -1.668101, 0.082935], [1.772684, 0.508425, 1.423427], [1.657328, 2.950492, -0.909375], [2.878219, 0.245443, -1.682654]],
  "atomic_forces_ev_per_a": [[1.1, 1.0, -0.2], [-1.8, -1.9, 3.0], [-1.6, 4.3, 0.0], [1.9, 1.8, 0.0], [2.8, -0.2, -3.7], [0.3, 1.0, 0.1], [-0.6, 0.7, 3.7], [-0.4, 0.4, -0.6], [-0.1, 0.9, 0.2], [-0.7, -0.2, -0.9], [-0.3, -1.2, 0.1], [1.1, -1.8, -1.5], [-0.7, -1.0, -0.2], [1.6, -0.3, 0.4], [1.0, -0.5, -1.1], [-1.3, -1.1, -0.6], [-1.1, -1.1, 1.6], [-0.3, -0.3, -0.4], [0.0, -1.0, 0.3], [-0.8, 0.4, -0.3]]
}

no.,M (g mol⁻¹)
1,449.6
2,146.1
3,146.1
4,148.3